Entry 1:
Here is a 2-piece molecular cluster, C34H34NO2 overall at a distorted geometry from OMol25. Energies are from ωB97M-V with the def2-TZVPD basis set.

Results
HOMO level = -10.8 eV
Frontier orbital gap = 0.2156 Eh
Multiplicity = 1
F_max = 1.91 eV/A
Charge = +1

XYZ file:
```
71
Properties=species:S:1:pos:R:3:forces:R:3:mulliken_charge:R:1
C -5.9114 -0.0687 3.2409 -0.5 0.5 0.1 -0.350
C -5.0634 -1.2968 2.8914 -0.2 -0.4 -0.1 -0.569
C -3.6578 -0.7632 2.8793 0.5 0.4 0.0 0.564
C -3.7295 0.5980 3.2730 -0.8 0.2 -0.3 0.208
O -4.9921 1.0549 3.4835 1.5 -1.1 -0.3 -0.478
C -2.5945 1.4108 3.4183 -0.2 -0.2 0.1 -1.225
C -1.3692 0.8262 3.1812 0.3 0.0 -0.3 -0.445
C -1.2430 -0.5035 2.6190 -0.2 0.1 -0.2 0.744
C -0.0230 -1.0935 2.1931 -0.2 0.4 1.8 -0.763
C 1.2587 -0.4793 2.2876 0.2 0.6 -0.6 1.612
C 2.3517 -1.2771 2.7224 0.3 0.3 0.1 -0.574
C 3.5791 -0.6840 2.9486 -0.4 0.5 -0.4 0.606
C 3.7362 0.6969 2.6843 0.6 -0.1 -0.5 0.183
O 5.0234 1.1304 2.7673 -1.2 -0.9 0.3 -0.522
C 5.8329 0.0006 3.2435 0.6 0.4 0.2 -0.406
C 4.9260 -1.2365 3.3029 0.3 -0.5 -0.1 -0.531
C 2.6892 1.5147 2.2246 0.4 -0.2 0.2 -1.236
C 1.4747 0.9073 1.9766 -0.4 -0.2 0.8 -1.027
C -2.4333 -1.3000 2.5312 -0.4 0.3 0.3 -0.610
H -6.5898 0.2392 2.4327 0.3 -0.1 0.2 0.281
H -6.5020 -0.1916 4.1588 0.2 0.0 -0.3 0.287
H -5.2123 -2.0788 3.6394 0.2 0.0 0.0 0.275
H -5.3614 -1.7205 1.9300 0.1 0.1 0.0 0.290
H -2.7511 2.4482 3.7219 0.4 -0.4 0.1 0.450
H -0.4702 1.3847 3.4602 -0.3 -0.2 -0.3 0.596
H -0.0407 -2.1831 2.0667 0.0 0.4 -0.2 0.487
H 2.1856 -2.3334 2.9335 0.1 0.2 -0.2 0.403
H 6.6868 -0.1043 2.5576 -0.4 0.1 0.2 0.319
H 6.2238 0.2740 4.2354 -0.2 0.0 -0.4 0.312
H 4.9555 -1.6957 4.2916 -0.1 0.0 0.0 0.337
H 5.2608 -2.0038 2.5867 -0.2 0.2 0.2 0.109
H 2.8955 2.5769 2.0896 -0.2 -0.3 -0.3 0.481
H 0.6396 1.5037 1.5932 0.4 -0.3 0.0 0.699
H -2.3195 -2.3427 2.2285 -0.2 0.3 -0.1 0.468
C 1.6132 3.4202 -3.9909 0.0 -0.1 0.0 -0.581
C 2.0306 3.5415 -2.6588 -0.1 -0.2 -0.1 -0.664
C 2.1718 2.3945 -1.8727 -0.1 0.0 -0.4 -0.354
C 1.8921 1.1325 -2.4079 0.1 -0.1 0.0 -0.215
C 2.1030 -0.1012 -1.5428 0.1 0.3 0.0 2.577
C 3.5106 -0.6798 -1.6964 0.3 0.0 0.0 -0.171
C 4.1060 -1.3616 -0.6238 0.1 0.2 -0.3 0.626
C 5.3778 -1.9212 -0.7516 0.1 0.0 -0.3 -1.010
C 6.0847 -1.7685 -1.9537 -0.2 0.1 0.0 -0.550
C 5.5013 -1.0947 -3.0334 -0.2 -0.1 0.3 -0.866
C 4.2110 -0.5743 -2.9070 0.1 -0.1 0.4 -0.478
C 1.0771 -1.2076 -1.7965 0.0 -0.2 -1.3 -0.634
C -0.4030 -0.8041 -2.0088 0.3 0.0 0.4 -0.655
C -1.1783 -2.0753 -1.5925 -0.1 -0.1 -0.2 -0.602
C -0.1703 -2.9354 -0.8041 0.2 -0.3 0.2 -0.596
N 1.0115 -2.0953 -0.6768 -0.1 -0.3 1.1 0.083
C 1.4919 1.0156 -3.7429 0.1 0.5 -0.2 -0.073
C 1.3595 2.1592 -4.5439 0.0 -0.1 0.4 -0.950
H 1.4857 4.3128 -4.6056 0.1 -0.2 0.2 0.386
H 2.2474 4.5245 -2.2258 -0.1 -0.4 -0.3 0.404
H 2.5288 2.4594 -0.8435 -0.1 0.1 -0.2 0.422
H 1.9798 0.2041 -0.4901 0.0 -0.1 -0.3 -1.109
H 3.5630 -1.4306 0.3212 0.2 0.0 -0.2 0.186
H 5.8098 -2.4922 0.0800 -0.1 0.3 -0.4 0.363
H 7.0905 -2.1688 -2.0525 -0.2 0.0 0.0 0.386
H 6.0322 -0.9807 -3.9823 -0.1 -0.1 0.4 0.421
H 3.7496 -0.0588 -3.7447 0.2 -0.1 0.1 0.359
H 1.4058 -1.7761 -2.7043 -0.2 0.4 0.2 0.210
H -0.6659 0.0189 -1.3272 0.2 -0.1 -0.2 0.330
H -0.5925 -0.4763 -3.0398 -0.1 -0.2 0.4 0.450
H -2.0497 -1.8394 -0.9674 0.2 0.0 -0.3 0.268
H -1.5409 -2.6116 -2.4747 0.0 0.0 0.2 0.316
H -0.5231 -3.1346 0.2149 -0.2 -0.4 -0.2 0.248
H 0.0404 -3.9083 -1.2970 -0.2 0.4 0.1 0.392
H 1.8714 -2.5896 -0.4379 -0.4 0.1 -0.4 0.172
H 1.3242 0.0277 -4.1799 0.0 0.3 0.1 0.537
H 1.0562 2.0475 -5.5905 0.1 0.2 0.4 0.393
```
Positions in Å, forces in eV/Å.

Entry 2:
Here is C34H35As2I2N3O2S2Sr as an isolated structure at a distorted geometry from OMol25. Energies are from ωB97M-V with the def2-TZVPD basis set.

Results
HOMO level = -6.8 eV
Frontier orbital gap = 0.2535 Eh
Multiplicity = 1
F_max = 2.85 eV/A
Charge = 0

XYZ file:
```
81
Properties=species:S:1:pos:R:3:forces:R:3:mulliken_charge:R:1
Sr -0.9813 1.2828 1.2841 0.1 0.2 0.8 1.309
S -3.4312 2.7370 2.6762 -0.5 -1.3 -0.6 -0.286
C -4.2808 1.3857 1.9245 1.9 1.9 -0.2 0.043
N -3.6975 0.6743 0.9425 -0.6 0.6 1.3 0.154
C -4.5374 -0.3376 0.5965 -0.4 -2.7 -0.5 -0.357
C -4.1507 -1.4574 -0.2129 -1.8 0.6 0.3 -0.474
C -5.0672 -2.5146 -0.4052 0.4 1.1 -0.3 -0.578
C -6.3275 -2.5032 0.1850 0.5 2.0 0.6 -0.629
C -6.7001 -1.3926 0.9991 -0.2 -1.3 0.0 -0.368
C -5.8176 -0.3716 1.2586 1.4 -0.2 -1.2 0.476
S -5.9177 0.9696 2.3516 0.5 -0.2 -0.2 -0.241
H -3.2479 -1.4551 -0.8043 0.3 0.1 0.2 0.539
H -4.8203 -3.2638 -1.1569 0.0 -0.1 0.4 0.358
H -7.0018 -3.2812 -0.0608 -0.7 -0.6 0.1 0.413
H -7.6401 -1.3622 1.5427 -0.1 -0.3 -0.3 0.353
O -1.6101 1.5447 -1.1846 -2.6 -0.6 -0.9 -0.142
C -1.7967 2.4553 -2.3250 0.2 0.4 0.5 -0.749
C -2.3935 3.8100 -1.9085 0.5 0.0 1.5 -0.939
C -1.9067 4.4047 -0.5026 -0.5 -0.8 -1.1 -0.026
C -0.4125 4.3253 -0.2718 0.3 0.1 1.2 0.362
C 0.5267 4.7887 -1.1574 0.8 0.6 -1.6 -0.353
C 1.9007 4.7957 -0.8444 -0.4 -0.9 -0.5 -0.442
C 2.2859 4.2959 0.3720 -1.1 0.1 1.1 -0.603
C 1.2899 3.8978 1.2885 0.0 -0.3 -1.2 -0.377
N -0.0060 3.8618 0.9441 0.0 -0.1 0.1 -0.399
H -2.5152 1.0944 -1.0852 1.7 0.8 0.2 0.086
H -2.4936 2.0793 -3.0828 0.3 -0.6 0.3 0.407
H -0.8112 2.5133 -2.7866 0.0 0.3 0.1 0.359
H -3.4900 3.7435 -1.9257 0.2 0.0 0.3 0.421
H -2.1549 4.5385 -2.6614 0.2 0.3 -0.6 0.498
H -2.4375 3.8989 0.3363 0.3 0.5 -0.5 -0.195
H -2.1878 5.4716 -0.5435 0.0 -0.4 0.4 0.361
H 0.2297 5.1036 -2.1752 0.0 -0.1 0.7 0.307
H 2.6761 4.9979 -1.5876 -0.5 0.3 0.1 0.430
H 3.3011 4.1662 0.6572 0.7 0.1 0.1 0.495
H 1.5733 3.4551 2.2423 -0.2 0.1 -0.1 0.457
C -0.2948 -3.3494 -3.0366 0.7 0.9 -0.6 -1.212
As 1.1050 -2.7127 -1.7047 -0.6 -0.2 -0.9 0.523
C 1.5826 -4.5278 -1.0971 -0.7 0.2 -0.8 -1.241
C 2.5372 -2.4667 -3.0917 0.3 0.8 0.9 -0.241
C 2.8406 -3.4824 -3.9798 0.9 0.9 -0.1 -0.257
C 3.9533 -3.3876 -4.8381 -0.1 1.2 0.4 -0.720
C 4.8055 -2.2707 -4.7424 -1.2 0.2 1.1 -0.681
C 4.3935 -1.1767 -3.9172 0.9 -0.4 -0.8 -0.099
C 3.2974 -1.2441 -3.0865 -0.8 -1.6 -0.3 0.008
As 2.6506 0.2034 -1.9641 0.6 1.2 0.3 0.700
C 3.6930 -0.1003 -0.2993 -1.0 0.0 0.1 -0.908
C 3.9120 1.6587 -2.4831 0.3 1.0 -1.2 -1.297
H -0.5868 -4.3710 -2.8297 0.0 -0.2 0.0 0.353
H 0.1751 -3.2439 -4.0445 -0.4 -0.4 0.8 0.395
H -1.1798 -2.7122 -3.0758 0.0 0.0 0.3 0.363
H 1.5800 -5.1308 -2.0142 0.2 -0.2 0.5 0.388
H 0.8273 -4.9097 -0.3976 0.3 0.2 -0.2 0.344
H 2.5527 -4.4686 -0.6465 0.5 -0.3 0.3 0.356
H 2.2317 -4.3558 -3.9579 -0.3 -0.6 -0.3 0.346
H 4.0403 -4.0919 -5.6414 0.5 -0.6 0.0 0.384
H 5.7952 -2.2452 -5.1875 -0.4 0.1 -0.5 0.380
H 4.9389 -0.2318 -3.9780 0.2 -0.4 0.1 0.291
H 4.4157 -0.9216 -0.3875 -0.2 0.4 0.0 0.409
H 2.8703 -0.3554 0.3986 0.9 0.1 0.2 0.087
H 4.1618 0.8765 -0.0508 -0.3 -0.9 0.1 0.393
H 4.9544 1.3345 -2.2911 -0.5 0.1 -0.4 0.466
H 3.8059 2.6049 -1.8977 -0.4 -0.9 -0.1 0.161
H 3.7795 1.9990 -3.5630 0.3 -0.7 1.2 0.369
I 3.8985 1.8484 4.5476 -0.2 0.2 -0.1 -0.018
C 2.1948 0.6919 4.8460 -1.2 -1.4 -2.2 -0.492
C 2.0316 0.0400 6.0662 -0.9 0.3 -0.1 -0.436
C 0.9427 -0.8027 6.2571 1.4 -0.1 -1.0 -0.628
I 0.4659 -1.2491 8.2157 -0.1 -0.4 0.3 0.089
C 0.2485 -1.2826 5.1223 -0.9 0.3 0.7 1.019
C -0.7153 -2.3059 5.3041 -0.9 -0.7 -0.3 -0.485
C -1.7070 -2.5292 4.3619 1.5 0.0 0.2 -1.090
C -1.5918 -1.7879 3.1764 0.4 0.8 -1.0 -0.174
N -0.6087 -0.9266 2.8947 -0.7 -0.1 0.1 -0.008
C 0.3324 -0.6378 3.8434 -0.5 -1.1 1.8 -0.460
C 1.2821 0.4124 3.6712 1.0 1.1 2.0 0.619
O 1.1972 1.1482 2.6487 0.2 0.5 -1.0 -0.192
H 2.6564 0.2586 6.9250 0.1 0.2 -0.2 0.358
H -0.6238 -2.9195 6.2124 -0.4 0.4 -0.4 0.382
H -2.4521 -3.3153 4.4125 0.1 0.2 0.3 0.399
H -2.3384 -1.9159 2.3810 0.3 0.0 0.3 0.389
```
Positions in Å, forces in eV/Å.

Entry 3:
Here is C34H35BaN3O6S6Sb2 as an isolated structure at a distorted geometry from OMol25. Energies are from ωB97M-V with the def2-TZVPD basis set.

Results
HOMO level = -2.8 eV
Frontier orbital gap = 0.2304 Eh
Multiplicity = 1
F_max = 3.92 eV/A
Charge = -2

XYZ file:
```
87
Properties=species:S:1:pos:R:3:forces:R:3:mulliken_charge:R:1
Ba -1.5929 -1.0497 0.0244 -0.2 -0.2 0.0 1.440
O 0.5799 -2.6643 -2.3775 -1.2 0.1 -0.3 -0.337
C 1.3675 -1.9019 -1.6439 0.8 -1.9 -0.7 0.576
O 1.0568 -1.0366 -0.8679 -0.4 0.3 0.2 -0.468
C 2.7274 -2.4034 -2.0094 0.6 0.8 -0.9 0.154
C 3.1442 -3.7281 -1.9608 0.4 -0.3 1.2 0.097
C 4.5154 -3.8883 -2.1856 -0.6 -0.1 -0.8 -0.311
C 5.3049 -2.8223 -2.6321 0.0 -1.7 0.6 -0.648
C 4.7411 -1.5919 -2.7937 0.1 0.1 -0.3 0.073
N 3.4363 -1.4362 -2.5687 0.4 1.0 1.2 0.071
C 5.6793 -0.3699 -2.9189 0.2 0.0 -0.3 0.414
O 5.2229 0.5984 -2.3262 -1.1 1.8 0.8 -0.603
O 6.8051 -0.4492 -3.4298 0.2 -1.2 -0.6 -0.791
H -0.3314 -2.3251 -2.4279 -0.5 0.2 0.1 -0.130
H 2.4877 -4.5513 -1.5975 0.6 0.9 -0.3 0.025
H 4.9386 -4.8748 -2.0772 0.2 -0.1 0.0 0.421
H 6.3542 -2.9721 -2.8072 0.3 0.1 0.0 0.443
S -5.9430 3.3716 -2.0071 0.6 -0.1 -0.4 -0.316
C -5.1471 1.9099 -2.0170 -0.1 -0.7 -0.2 0.025
S -3.7386 1.3426 -2.9332 -0.5 0.4 0.2 -0.119
C -3.6222 -0.3151 -2.2937 0.9 -0.3 -0.2 -0.555
C -4.5255 -0.5978 -1.3334 -0.7 0.1 0.9 0.346
S -4.5783 -1.8891 -0.1677 0.0 -0.3 -0.1 -0.442
S -5.7952 0.6260 -1.0710 0.8 -0.1 0.0 -0.144
S -2.3293 -1.4335 -2.8734 -0.8 0.9 -0.3 -0.227
C -5.5772 -3.2001 6.8295 -0.9 1.5 -2.0 -1.502
C -4.3801 -3.1729 5.8875 -2.2 -0.7 -0.5 1.219
C -4.5294 -3.5079 4.5451 0.3 -0.2 -0.4 -1.037
C -3.4131 -3.3599 3.7509 1.3 0.4 -0.3 -0.270
C -2.1627 -2.9221 4.2256 -0.5 0.2 -0.1 -0.250
C -2.0183 -2.6828 5.5853 -0.8 -0.2 -0.2 -0.709
C -3.1640 -2.7921 6.3558 0.2 0.4 2.5 -0.472
S -0.8304 -2.5668 3.0471 1.0 -1.9 1.8 1.411
O 0.3667 -2.8440 3.8141 -0.3 0.6 0.0 -0.725
O -1.0679 -1.2420 2.5376 -0.3 2.2 0.9 -0.760
N -0.9535 -3.3948 1.7884 0.1 -2.5 -3.0 0.170
C -0.4929 -4.6856 1.4646 -0.8 -2.9 1.1 -0.195
C -0.8310 -5.8931 2.2462 0.7 1.0 -0.9 -0.324
C -0.4163 -7.1494 1.8094 -0.5 -0.4 0.2 -0.398
C 0.1230 -7.3454 0.5166 1.4 0.0 0.8 -0.694
C 0.5497 -6.1725 -0.0812 -1.5 0.6 0.1 -0.222
N 0.1923 -4.9515 0.3488 0.3 1.8 0.1 -0.255
H -5.5568 -2.3189 7.4495 0.1 0.2 0.6 0.407
H -5.7092 -4.0691 7.3920 0.3 -1.5 1.1 0.308
H -6.5498 -3.1092 6.2841 0.8 0.0 0.0 0.346
H -5.4498 -3.8940 4.0788 0.4 0.4 0.5 0.319
H -3.4000 -3.5458 2.7028 -0.5 -0.3 -0.8 0.515
H -1.1125 -2.4270 6.0739 0.8 0.3 -0.1 0.545
H -3.2269 -2.5953 7.4683 0.9 0.0 -1.3 0.223
H -1.4262 -5.8245 3.1424 0.2 0.2 0.4 0.358
H -0.4869 -8.0174 2.5076 -0.4 0.7 -0.7 0.309
H 0.4444 -8.3371 0.1158 -0.4 1.0 0.5 0.313
H 1.0982 -6.1280 -1.0124 0.1 -0.4 -0.1 0.367
C -1.7778 5.1147 1.9033 -0.5 -0.6 -0.1 -1.469
Sb -1.2903 4.7435 -0.1755 -0.4 0.7 -0.1 0.748
C -0.9328 2.6541 0.0607 -0.1 -0.7 0.7 -1.240
C 0.7164 5.3731 0.2459 1.3 -0.8 -0.4 -1.286
C 1.4991 6.0241 -0.8796 -0.7 -0.1 -0.3 0.946
C 1.8760 7.3268 -0.6162 0.4 -0.2 0.5 -0.793
C 2.4621 8.1070 -1.5801 0.3 1.7 0.9 -0.582
C 2.7108 7.6207 -2.8098 0.9 -2.0 -2.1 -0.711
C 2.4707 6.2614 -3.0919 -1.5 0.8 1.2 -0.549
C 1.7318 5.4836 -2.1859 0.5 -0.5 1.1 0.859
C 1.2772 4.0824 -2.4733 0.6 0.6 -1.3 -0.298
Sb 2.7041 2.3710 -2.3043 1.7 1.2 0.3 0.720
C 1.2957 1.1158 -3.1610 -1.9 0.7 -0.9 -1.145
C 3.8282 2.9548 -4.1368 0.8 -0.8 0.6 -1.184
H -2.6779 4.6036 2.2680 -0.1 0.2 -0.4 0.369
H -1.8969 6.1969 2.0094 0.3 -0.2 0.3 0.363
H -0.9701 4.6537 2.4658 0.3 0.5 0.2 0.431
H 0.1133 2.2891 0.0597 -0.4 0.5 0.1 0.436
H -1.4576 2.1768 -0.7709 -0.2 -0.2 0.2 0.262
H -1.4071 2.4534 1.0540 0.3 -0.3 -0.8 0.402
H 1.1876 4.4294 0.6153 -0.1 0.7 -0.2 0.442
H 0.7584 6.1100 1.0478 -0.4 -0.3 0.2 0.448
H 1.7967 7.7159 0.4014 -0.2 0.0 -0.3 0.261
H 2.7759 9.1163 -1.3348 -0.1 0.1 0.0 0.317
H 3.1978 8.1518 -3.6252 -0.1 0.4 0.4 0.355
H 2.6883 5.8793 -4.0557 0.2 -0.4 -0.8 0.453
H 0.8782 4.0405 -3.5133 0.0 -0.2 0.8 0.545
H 0.5727 3.7650 -1.7293 -0.7 -0.1 0.0 -1.094
H 0.9285 1.5697 -4.1031 0.3 -0.3 0.3 0.485
H 0.3911 0.9998 -2.5403 0.4 0.1 0.0 0.101
H 1.7006 0.1545 -3.3329 0.5 -0.9 -0.3 0.406
H 3.2570 2.5798 -4.9878 0.0 0.2 -0.1 0.372
H 4.8376 2.4385 -4.1208 -1.2 0.6 0.1 0.316
H 3.9772 4.0443 -4.1806 -0.2 -0.4 0.0 0.327
```
Positions in Å, forces in eV/Å.